Entry 1:
This record from the OMol25 dataset describes a 10-piece molecular cluster, C48H125N9O15 overall. The level of theory is the ωB97M-V functional and the def2-TZVPD basis.

## Properties
**Total energy**: -3524.8062 Ha
**Max |F|**: 3.1 eV Å⁻¹
**SMILES string**: COC[C@H](C)N.COC[C@H](C)N.COC[C@H](C)N.COC[C@H](C)N.COCCNCCOC.COCCNCCOC.COCCNCCOC.COCCNCCOC.COCCNCCOC.CCO
**Gap between HOMO and LUMO**: 9.247 eV
**E_HOMO**: -8.614 eV
**ΔE to the lowest compared entry with this formula, charge and spin**: 77.12 kcal per mole

```
197
C48H125N9O15, DFT the ωB97M-V functional and the def2-TZVPD basis
C -7.13 -26.18 -13.56
H -14.06 -27.79 -7.54
H -11.98 -25.53 -7.74
H -17.52 -25.27 -11.37
C -16.50 -25.51 -11.59
H -9.01 -22.46 -9.32
N -8.91 -27.43 -18.88
H -12.32 -21.44 -11.48
H -9.16 -28.75 -17.35
H -10.42 -25.63 -1.74
H -8.15 -26.58 -16.75
H -14.25 -25.02 -15.23
C -11.99 -25.61 -20.87
H -19.62 -21.89 -10.74
H -15.39 -28.69 -17.41
H -13.42 -30.56 -13.04
N -12.73 -28.35 -13.72
H -12.45 -26.79 -11.15
C -11.00 -25.27 -7.29
H -12.28 -31.20 -11.85
O -9.69 -30.13 -12.95
N -18.89 -22.41 -10.24
H -13.85 -24.86 -17.70
H -11.14 -22.37 -13.29
H -9.95 -21.41 -12.54
H -8.31 -29.76 -10.83
C -13.06 -26.52 -16.89
C -9.57 -27.81 -17.64
H -13.63 -28.08 -13.34
C -8.36 -25.99 -11.54
H -12.98 -20.85 -12.97
O -7.31 -30.88 -8.03
H -4.86 -24.72 -13.42
C -14.30 -22.42 -9.20
C -11.31 -25.30 -2.25
C -8.61 -30.09 -9.85
O -14.52 -22.13 -17.52
H -10.12 -27.11 -7.41
C -4.72 -25.80 -13.29
H -9.49 -27.18 -15.64
H -14.99 -21.51 -15.60
H -14.29 -22.90 -8.26
O -11.62 -26.08 -3.37
O -15.44 -21.58 -9.36
H -10.56 -29.53 -10.38
H -16.26 -23.01 -12.62
H -8.32 -24.31 -16.40
H -7.96 -26.82 -14.02
C -12.97 -18.96 -11.09
H -9.34 -22.14 -14.98
H -12.72 -30.16 -7.86
H -12.47 -25.51 -19.88
C -16.06 -26.97 -11.41
H -9.92 -23.59 -16.72
H -11.16 -30.83 -14.14
H -12.32 -14.78 -11.07
H -16.31 -21.27 -18.00
H -13.08 -19.53 -10.11
C -16.73 -23.81 -13.17
H -17.28 -21.51 -11.15
H -9.95 -23.41 -10.64
C -9.35 -21.02 -14.79
C -10.65 -29.95 -8.44
H -16.81 -22.78 -8.40
H -12.71 -22.54 -15.83
H -10.80 -24.87 -4.76
H -5.92 -31.57 -6.76
H -13.69 -28.69 -17.76
H -12.66 -26.81 -17.84
C -16.56 -27.88 -12.56
H -12.22 -27.47 -13.83
H -4.93 -26.02 -12.24
H -8.49 -20.68 -14.16
N -13.44 -24.53 -15.55
H -8.49 -24.88 -11.59
H -19.22 -22.70 -9.33
H -14.98 -27.11 -11.47
N -10.22 -26.36 -6.70
H -9.23 -20.54 -15.74
H -7.73 -28.81 -8.15
H -9.27 -26.49 -19.00
H -5.42 -25.13 -15.55
H -8.81 -27.84 -20.88
H -10.38 -27.79 -5.21
C -6.17 -30.61 -7.24
H -10.57 -31.05 -8.45
C -10.85 -27.66 -20.45
H -8.31 -30.07 -14.49
C -14.41 -28.43 -17.01
H -15.10 -20.14 -17.29
H -11.36 -28.56 -12.12
C -12.10 -29.56 -8.53
H -12.75 -25.26 -10.23
H -7.74 -30.81 -12.92
H -14.94 -20.84 -18.96
C -16.58 -22.44 -9.43
C -14.85 -22.43 -16.13
H -6.57 -29.41 -9.29
H -12.54 -26.15 -21.60
C -9.43 -24.47 -16.34
O -12.23 -28.16 -8.37
C -12.24 -25.73 -11.05
H -16.40 -28.95 -12.33
C -10.90 -21.34 -13.03
H -13.38 -26.61 -8.71
H -10.65 -27.90 -17.78
C -15.27 -21.01 -17.92
O -9.85 -25.58 -17.06
H -11.11 -25.71 -10.88
H -16.17 -27.62 -13.55
C -5.76 -26.54 -14.11
H -9.59 -29.19 -19.98
H -8.87 -31.64 -14.02
H -17.33 -27.70 -9.86
H -6.42 -29.82 -6.50
O -16.17 -25.11 -12.94
C -9.43 -28.10 -20.03
H -11.66 -27.84 -19.74
H -10.61 -21.83 -10.01
H -3.76 -26.13 -13.57
O -10.80 -23.36 -8.72
H -14.21 -28.16 -9.21
H -11.14 -24.23 -2.47
H -13.55 -17.01 -10.24
H -16.21 -23.34 -9.96
H -17.64 -27.73 -12.69
H -12.52 -26.99 -16.05
C -10.87 -26.85 -5.45
H -17.98 -20.53 -8.35
H -14.17 -28.94 -16.03
C -12.64 -17.54 -10.67
H -12.20 -25.36 -1.56
H -12.17 -24.82 -14.21
H -17.88 -23.63 -13.00
C -10.08 -24.52 -8.25
H -9.69 -24.60 -15.27
C -13.64 -23.06 -15.47
C -12.79 -30.28 -12.19
C -11.90 -29.17 -12.84
H -13.42 -21.80 -9.33
C -11.58 -15.49 -11.35
H -13.56 -24.79 -12.55
H -11.29 -24.55 -6.59
N -11.88 -19.47 -11.81
H -11.75 -18.80 -12.54
C -13.50 -27.69 -8.47
H -5.29 -30.28 -7.86
O -7.17 -26.39 -12.17
C -17.82 -20.31 -9.39
H -11.15 -28.11 -21.47
H -11.01 -15.10 -12.21
H -9.16 -24.21 -7.72
C -12.52 -24.82 -12.29
H -15.78 -23.10 -16.05
O -14.36 -27.02 -16.85
H -8.31 -26.24 -10.46
H -12.33 -23.78 -11.93
C -10.84 -29.89 -13.73
O -10.57 -20.62 -14.25
C -10.65 -25.87 -4.37
H -14.31 -23.24 -9.97
H -10.82 -15.69 -10.63
C -8.58 -30.64 -13.62
H -13.92 -19.12 -11.62
H -9.24 -26.45 -11.94
H -17.00 -19.65 -9.49
C -9.97 -22.72 -9.75
C -9.19 -26.78 -16.63
O -12.10 -16.75 -11.70
O -10.74 -26.27 -20.72
H -15.98 -28.45 -10.23
H -9.85 -25.14 -9.12
O -11.65 -25.15 -13.40
H -10.49 -29.21 -14.54
H -11.75 -24.65 -21.29
H -5.56 -27.62 -14.04
H -18.69 -19.76 -9.69
H -16.61 -23.61 -14.17
N -9.91 -29.41 -9.59
C -12.10 -20.78 -12.35
C -13.12 -25.07 -16.91
H -10.20 -29.66 -7.46
H -8.68 -31.20 -9.79
H -11.95 -27.09 -5.53
H -9.64 -25.98 -4.03
H -11.94 -17.59 -9.83
C -7.55 -29.70 -8.82
H -12.46 -29.81 -9.52
H -4.95 -26.70 -15.95
H -15.95 -24.90 -10.89
H -13.73 -22.87 -14.40
H -12.14 -24.66 -17.19
H -7.21 -25.14 -13.86
N -16.39 -27.55 -10.11
H -13.50 -29.82 -11.51
N -5.67 -26.13 -15.53
C -17.67 -21.64 -10.09
```

Atom charges from the Mulliken analysis, given in e for atoms 1 to 5: 0.39 0.43 -0.30 0.82 -0.75


Entry 2:
This record from the OMol25 dataset describes C8H27N9O9SV as an isolated structure. The level of theory is the ωB97M-V functional and the def2-TZVPD basis.

## Properties
**Total energy**: -2833.2362 Ha
**Max |F|**: 3.6 eV Å⁻¹
**Gap between HOMO and LUMO (spin up / spin down)**: 8.539 / 8.642 eV
**E_HOMO (spin up / spin down)**: -10.955 / -11.056 eV
**Spin multiplicity**: 3
**Charge**: +1
**ΔE to the lowest compared entry with this formula, charge and spin**: 0.00 kcal per mole

```
55
C8H27N9O9SV, DFT the ωB97M-V functional and the def2-TZVPD basis
H -5.31 0.16 1.07
C 1.46 2.93 -2.17
H 2.49 -1.63 -2.67
O -2.15 -2.73 2.42
H 2.56 -3.33 -3.12
O -2.26 0.50 0.34
H -0.78 2.90 4.32
H 0.30 0.96 5.21
H 3.77 -0.63 -1.00
H 2.68 -0.80 2.79
H 1.55 3.01 -3.26
H -2.41 0.69 -3.49
C -2.12 -0.13 -2.83
H -3.00 -0.35 -2.22
H 5.03 -1.00 0.12
S -1.12 -2.75 1.40
H 0.95 0.26 -2.65
N 3.42 -0.87 2.11
H 1.12 2.23 -0.01
O -1.03 0.22 -1.98
O -0.81 -4.07 0.88
H 2.36 2.38 -1.87
O -0.29 0.66 2.12
N 0.26 1.78 -0.32
H -0.22 1.25 -3.66
C 0.04 0.86 -2.68
C -0.26 1.19 3.24
H -3.09 2.83 0.55
O 1.99 -0.09 0.52
C 0.23 2.10 -1.82
H -4.12 -0.96 0.37
H -4.68 2.47 0.98
H 0.43 -4.13 -0.32
H 1.38 3.93 -1.76
N -0.72 2.44 3.44
N -4.42 -0.04 0.66
N -3.73 2.14 0.90
H -1.09 2.88 2.61
C 1.30 -2.76 -1.56
C -3.40 0.86 0.66
N 4.09 -0.72 -0.05
N 1.08 -3.98 -1.09
N 2.23 -2.58 -2.53
O 0.76 -1.79 -0.98
N 0.26 0.54 4.30
H 0.75 -0.32 4.18
H -1.81 -1.01 -3.39
H 4.32 -1.18 2.41
V -0.18 -0.39 0.32
H -0.41 2.46 0.03
C 3.12 -0.48 0.86
O -1.54 -1.87 0.23
O 0.07 -1.93 1.66
H -0.69 2.68 -1.88
H 1.65 -4.76 -1.36
```

Atom charges from the Mulliken analysis, given in e for atoms 1 to 5: 0.19 -1.56 0.20 -0.68 0.19